ORCA calculation (ωB97M-V/def2-TZVPD) on 7 unconnected molecules or ions with the total composition C55H125F2N3O9P3S2 at a distorted geometry.

CARTESIAN COORDINATES (ANGSTROEM)
S: 0.202 -3.474 -0.952
S: -0.538 -2.945 1.227
P: -5.374 -2.985 -1.540
P: 4.284 4.889 -2.178
P: 0.426 3.428 4.181
F: 1.177 -4.547 -1.653
F: -0.259 -3.324 2.791
O: 0.793 -2.273 -1.457
O: -0.075 -7.232 2.788
O: 4.879 -2.200 -2.065
O: 1.813 -7.013 -4.778
O: -0.226 -1.533 1.184
O: -1.115 -3.773 -1.469
O: -1.945 -3.310 1.235
O: 5.184 -1.775 -4.201
O: 3.179 -2.629 -3.449
N: 3.595 -8.281 -3.824
N: 1.665 -5.990 1.820
N: 0.545 -3.867 0.649
C: 5.199 3.825 -4.646
C: -7.484 -1.963 -3.158
C: 4.239 6.034 0.421
C: 3.041 3.574 -1.752
C: -5.640 -4.903 0.485
C: -9.718 -2.888 -3.958
C: -5.161 -6.215 1.117
C: -4.747 -4.470 -0.689
C: 0.376 3.518 2.338
C: 5.648 4.291 -3.239
C: 1.929 6.529 -2.528
C: 2.641 -9.288 -3.206
C: -0.822 2.835 1.696
C: 5.078 5.302 -0.630
C: -3.983 -4.377 -6.044
C: 1.159 7.587 -3.345
C: -5.616 -1.659 -0.352
C: 5.110 6.639 1.530
C: -4.042 -2.426 -2.701
C: -3.309 0.079 2.296
C: -0.314 7.648 -2.912
C: -0.786 4.506 5.001
C: 0.776 0.574 4.541
C: 2.806 -6.965 -4.152
C: 0.474 -6.943 1.786
C: 4.626 3.325 4.163
C: 3.419 6.342 -2.884
C: 4.457 -2.142 -3.262
C: 5.730 2.786 3.240
C: -0.995 3.209 0.194
C: -4.601 -3.860 -4.741
C: 2.653 1.194 -0.955
C: 0.153 -0.894 6.581
C: 3.638 2.352 -1.123
C: -4.200 5.304 6.480
C: -3.565 -3.528 -3.697
C: 3.362 -5.719 -3.557
C: -2.345 2.635 -0.264
C: 4.206 7.184 2.652
C: 3.233 3.179 3.585
C: 2.308 -5.815 3.151
C: -8.342 -2.300 -4.344
C: 3.184 0.108 0.017
C: -4.651 -0.202 1.621
C: -3.797 -6.157 1.880
C: -1.946 3.988 5.908
C: -6.990 -3.197 -2.360
C: 2.187 3.782 4.573
C: -4.435 -1.326 0.595
C: 0.075 -7.373 0.403
C: 0.143 -0.710 5.047
C: 6.350 1.569 -4.843
C: -2.645 5.231 6.545
C: 6.280 3.009 -5.378
C: -0.139 1.808 4.780
H: -2.505 0.057 1.566
H: 3.256 0.427 1.066
H: -6.558 -1.429 -3.383
H: -10.355 -2.241 -3.354
H: -4.592 6.295 6.691
H: -3.194 -5.113 -5.875
H: 1.246 -5.096 1.446
H: 6.324 5.148 -3.317
H: -5.851 -0.740 -0.894
H: -2.282 5.366 7.563
H: 2.889 -6.719 3.316
H: 2.150 4.871 4.485
H: -3.179 -0.700 3.051
H: 1.940 6.827 -1.478
H: 1.611 8.579 -3.304
H: 2.442 3.379 -2.649
H: -1.611 3.271 6.653
H: 3.609 6.829 0.020
H: -5.253 -7.033 0.397
H: -3.567 -3.534 -6.594
H: 3.218 -5.792 -2.473
H: 4.410 -7.990 -3.281
H: 3.695 5.236 0.937
H: 2.999 -10.295 -3.404
H: 5.659 5.779 1.915
H: 2.838 -4.823 -3.889
H: -1.759 3.144 2.168
H: -0.176 5.170 5.622
H: -6.807 -4.081 -2.982
H: -0.732 1.750 1.775
H: 1.762 0.689 4.998
H: 5.671 7.456 1.079
H: 0.245 -8.447 0.326
H: 5.447 4.370 -0.195
H: -6.702 -4.992 0.242
H: 4.051 7.224 -2.729
H: 6.521 1.461 -3.772
H: -2.582 2.868 -1.301
H: 3.020 2.121 3.429
H: -1.270 5.097 4.221
H: 7.217 3.525 -5.143
H: 2.910 -2.692 -2.522
H: -0.563 -0.152 6.940
H: 5.671 3.236 2.249
H: -3.023 -6.273 1.120
H: 2.644 -9.062 -2.142
H: 0.519 4.573 2.095
H: 0.953 0.543 3.461
H: 1.515 -5.523 3.831
H: 2.632 0.628 -1.896
H: -3.382 1.006 2.867
H: 1.590 1.444 -0.983
H: -8.407 -1.401 -4.960
H: -3.138 2.979 0.403
H: -0.866 -0.827 4.648
H: 4.496 1.988 -1.694
H: 2.280 4.112 -1.176
H: -0.822 6.692 -3.048
H: -3.206 -2.073 -2.098
H: -2.592 -3.193 -4.062
H: -6.457 -1.992 0.261
H: -1.117 1.659 4.317
H: 2.322 -6.266 1.091
H: 4.252 -0.095 -0.092
H: -8.114 -1.264 -2.602
H: 4.910 4.688 -5.249
H: 5.391 1.112 -5.094
H: 2.482 3.362 5.534
H: 4.291 3.223 -4.541
H: -4.505 4.914 5.508
H: 3.571 6.332 -3.970
H: -3.486 -1.213 0.064
H: -9.584 -3.772 -3.327
H: 5.670 1.701 3.116
H: -10.250 -3.243 -4.839
H: 5.960 5.889 -0.906
H: 4.765 4.342 4.534
H: -5.358 -4.594 -4.442
H: 3.070 -5.044 3.038
H: -0.237 -1.870 6.864
H: 6.163 3.034 -6.459
H: 2.603 -0.802 -0.095
H: -2.319 6.115 5.992
H: -5.483 -0.518 2.253
H: 1.254 2.950 2.026
H: -4.655 4.636 7.214
H: -5.058 0.671 1.102
H: 1.173 7.349 -4.411
H: -1.011 -7.261 0.377
H: -3.669 -6.962 2.603
H: 0.730 -1.530 4.625
H: -0.234 2.745 -0.430
H: -5.685 -4.053 1.174
H: 3.537 7.985 2.333
H: -4.709 -4.945 -6.625
H: 3.279 3.759 2.658
H: 1.139 -0.758 7.022
H: -0.480 7.976 -1.886
H: -4.227 -2.287 1.079
H: -3.684 -5.243 2.461
H: -4.815 -5.255 -1.450
H: 4.615 2.672 5.043
H: 1.637 -9.193 -3.611
H: -3.273 -4.431 -3.154
H: 4.847 7.552 3.452
H: -2.386 1.545 -0.202
H: 7.123 0.983 -5.337
H: -7.784 -3.615 -1.736
H: 4.096 2.609 -0.162
H: -0.221 1.892 5.864
H: -2.583 3.423 5.224
H: 6.714 2.829 3.706
H: -4.528 -1.580 -3.190
H: -3.691 -4.355 -0.443
H: 1.420 5.580 -2.694
H: -1.089 4.295 0.234
H: 4.428 -5.539 -3.711
H: -5.929 -6.567 1.812
H: -7.884 -3.057 -4.988
H: 4.060 -8.755 -4.603
H: 3.519 6.430 3.046
H: 6.219 3.510 -2.733
H: 0.503 -6.735 -0.368
H: -5.286 -3.018 -4.889
H: -0.827 8.336 -3.585

## Properties
Kohn-Sham gap: 0.196 hartree
Net charge: +3
Largest force on an atom: 9.04 eV Å⁻¹
HOMO: -11.17 eV

Results of the Mulliken charge analysis, in e, for atoms 1 through 99: 0.626, 0.826, 0.664, 1.120, 1.203, -0.161, -0.396, -0.495, -0.427, -0.746, -0.372, -0.371, -0.563, -0.555, -0.735, -0.446, -0.147, 0.241, -0.403, -0.498, -0.587, 0.238, -0.711, -0.583, -1.271, -1.203, -0.548, -0.412, -1.150, -0.153, -0.799, -0.324, -1.449, -1.517, -0.600, -1.146, -0.476, -0.968, -0.250, -1.332, -1.592, -0.195, 0.512, 0.713, -0.949, -1.370, 0.619, -1.280, -0.081, 0.001, -0.537, -1.445, -0.325, -1.243, -1.099, -1.002, -1.248, -1.085, 1.398, -0.883, -0.553, -0.893, -1.385, -0.430, -0.077, -1.062, -1.341, 0.417, -0.446, -0.029, -1.090, -0.624, -0.712, -0.988, -0.224, 0.049, 0.374, 0.348, 0.378, 0.316, 0.272, 0.623, 0.575, 0.381, 0.392, 0.534, 0.348, 0.029, 0.422, 0.773, 0.318, 0.307, 0.457, 0.373, 0.244, 0.374, -0.479, 0.379, 0.371